1.
{
  "formula": "C3H3N3O",
  "method": "the ωB97M-V functional and the def2-TZVPD basis",
  "smiles": "C1Nc2nonc21",
  "de_lowest_kcal_mol": 116.3,
  "elements": ["C", "N", "C", "N", "O", "N", "C", "H", "H", "H"],
  "coordinates": [[-1.6795, -0.6757, 0.0520], [-1.5268, 0.8068, -0.1659], [-0.1365, 0.6912, -0.0290], [1.0666, 1.1572, 0.0622], [1.8139, -0.0332, -0.0143], [0.9794, -1.2246, 0.0010], [-0.1669, -0.7129, -0.0238], [-2.2245, -1.1798, -0.7603], [-2.0909, -0.9953, 1.0415], [-1.9322, 1.4499, 0.5563]],
  "atomic_forces_ev_per_a": [[-0.5, -0.8, 0.1], [-1.3, 2.2, 1.6], [0.9, -0.5, -0.2], [-0.8, -0.7, -0.6], [0.1, -0.7, 0.5], [1.8, 0.6, -0.2], [-0.7, 0.1, 0.2], [0.2, 0.3, 0.3], [0.4, 0.4, -0.8], [0.0, -0.9, -1.1]],
  "lowdin_charge": [-0.057, 0.066, -0.347, 0.153, -0.119, 0.182, -0.273, 0.117, 0.132, 0.146]
}

---

2.
{
  "formula": "C3H3N3O",
  "method": "the ωB97M-V functional and the def2-TZVPD basis",
  "smiles": "N=C=CC=O.N#N",
  "de_lowest_kcal_mol": 24.8,
  "elements": ["N", "C", "C", "C", "O", "H", "H", "H", "N", "N"],
  "coordinates": [[2.0989, -0.6547, -0.2268], [1.0341, -0.9022, 0.2700], [-0.2232, -1.2252, 0.5796], [-1.0816, -0.5677, -0.4045], [-0.5979, 0.1256, -1.2849], [2.5188, 0.2598, -0.3222], [-0.5179, -1.8162, 1.4382], [-2.1776, -0.6666, -0.3193], [-0.0711, 2.8353, -0.1532], [-0.9826, 2.6118, 0.4231]],
  "atomic_forces_ev_per_a": [[-0.7, -0.3, 0.0], [0.8, -0.1, 0.0], [0.2, 0.1, 0.0], [0.1, 0.2, -0.3], [-0.7, -0.2, 0.0], [0.1, 0.0, 0.4], [0.0, 0.3, -0.1], [0.1, -0.2, 0.1], [-1.5, -0.3, 1.0], [1.6, 0.4, -1.0]],
  "lowdin_charge": [0.222, -0.171, -0.059, -0.320, -0.047, 0.099, 0.097, 0.117, 0.030, 0.031]
}

---

3.
{
  "formula": "C3H3N3O",
  "method": "the ωB97M-V functional and the def2-TZVPD basis",
  "de_lowest_kcal_mol": 89.4,
  "elements": ["C", "C", "C", "H", "H", "H", "N", "N", "N", "O"],
  "coordinates": [[1.4090, 1.0335, 0.2070], [-0.1396, -0.5822, -0.9534], [-1.5597, -0.5481, 0.4781], [2.1727, 1.3704, -0.6877], [0.5908, -0.7374, -1.7668], [-2.6991, -0.9232, 0.7165], [0.5900, -0.2495, 0.3266], [-1.3310, -0.8988, -0.8489], [-0.4165, -0.2191, 1.2360], [1.3834, 1.7544, 1.2927]],
  "atomic_forces_ev_per_a": [[0.5, 2.9, 6.2], [6.8, -0.1, -0.3], [-0.3, -1.9, 2.7], [-2.3, -1.6, 1.8], [-0.9, 0.2, 0.0], [3.3, 1.6, 0.7], [-1.8, 1.7, -4.4], [-1.2, 1.0, 0.9], [-4.5, -0.5, -1.4], [0.5, -3.4, -6.4]],
  "lowdin_charge": [-0.129, -0.191, -0.140, 0.179, 0.124, 0.159, -0.090, 0.072, 0.057, -0.040]
}

---

4.
{
  "formula": "C3H3N3O",
  "method": "the ωB97M-V functional and the def2-TZVPD basis",
  "smiles": "O=c1nccn[nH]1",
  "de_lowest_kcal_mol": 22.2,
  "elements": ["O", "C", "N", "C", "C", "N", "N", "H", "H", "H"],
  "coordinates": [[2.3057, -1.0665, -0.3190], [1.2134, -0.6319, -0.0432], [0.0548, -1.4070, 0.0673], [-1.0708, -0.7789, 0.0076], [-1.1728, 0.6556, -0.0624], [-0.1196, 1.3964, 0.0867], [1.0288, 0.7353, 0.2045], [-1.9831, -1.3767, 0.0384], [-2.1183, 1.1639, -0.2093], [1.8620, 1.3099, 0.2295]],
  "atomic_forces_ev_per_a": [[-0.3, 0.1, 0.2], [0.2, -0.1, -0.1], [-0.1, 0.2, -0.1], [0.1, 0.0, 0.0], [0.1, 0.1, 0.0], [-0.2, -0.3, 0.0], [0.1, 0.0, -0.2], [0.1, 0.1, 0.0], [0.1, -0.1, 0.1], [-0.1, -0.1, 0.0]],
  "lowdin_charge": [0.079, -0.523, 0.159, -0.105, -0.123, 0.069, 0.071, 0.112, 0.103, 0.158]
}

---

5.
{
  "formula": "C3H3N3O",
  "method": "the ωB97M-V functional and the def2-TZVPD basis",
  "smiles": "Oc1cnncn1",
  "de_lowest_kcal_mol": 47.3,
  "elements": ["O", "C", "C", "N", "N", "C", "N", "H", "H", "H"],
  "coordinates": [[2.0141, -0.3956, 0.3490], [0.8389, -0.0733, -0.2066], [0.3339, 1.2517, -0.1770], [-0.8996, 1.3556, 0.2623], [-1.6960, 0.2936, 0.3956], [-1.2703, -0.8036, -0.2133], [0.0097, -1.0425, -0.4959], [1.7750, -1.1436, 0.9234], [0.8742, 2.1597, -0.4318], [-1.9799, -1.6018, -0.4057]],
  "atomic_forces_ev_per_a": [[0.2, 0.1, -0.1], [-0.4, 0.0, 0.2], [-0.1, -0.1, 0.1], [-0.1, 0.1, -0.4], [-0.2, 0.1, -0.6], [-0.2, 0.0, 0.1], [0.1, 0.1, 0.6], [0.6, -0.2, -0.4], [0.0, -0.2, 0.4], [0.0, 0.2, 0.1]],
  "lowdin_charge": [0.100, -0.393, -0.060, 0.036, 0.009, -0.204, 0.152, 0.132, 0.119, 0.110]
}

---

6.
{
  "formula": "C3H3N3O",
  "method": "the ωB97M-V functional and the def2-TZVPD basis",
  "smiles": "N=C=CC=O.N#N",
  "de_lowest_kcal_mol": 36.6,
  "elements": ["N", "C", "C", "C", "O", "H", "H", "H", "N", "N"],
  "coordinates": [[-1.8606, 1.4669, -0.6466], [-0.7582, 0.9989, -0.3897], [0.4545, 0.6396, -0.0353], [0.8147, 0.0201, 1.3236], [1.1297, 0.6617, 2.2894], [-2.4970, 0.9499, -1.2498], [1.2636, 0.8669, -0.7278], [0.8001, -1.0850, 1.3117], [0.3756, -2.0147, -0.4474], [0.2775, -2.5043, -1.4281]],
  "atomic_forces_ev_per_a": [[0.6, -0.1, -0.1], [-0.2, 0.2, 0.1], [-0.2, 0.4, 0.3], [0.0, 0.2, -0.1], [-0.2, -0.2, -0.5], [0.1, -0.2, 0.2], [-0.1, 0.0, 0.2], [0.1, 0.5, 0.6], [-0.3, -1.6, -2.1], [0.1, 0.7, 1.4]],
  "lowdin_charge": [0.152, -0.198, -0.111, -0.278, 0.067, 0.075, 0.111, 0.063, 0.033, 0.087]
}

---

Max |F| readings, ordered: 0.0584 0.0369 0.1402 0.0073 0.0143 0.0523 hartree/bohr
HOMO level readings, ordered: -9.88 -9.38 -10.25 -9.94 -9.77 -9.38 eV
Electronic energy readings, ordered: -355.45454 -355.60038 -355.49739 -355.60456 -355.56456 -355.58161 a.u.